No. 1
ORCA calculation (wB97M-V/def2-TZVPD) on a gas-phase ion, C8H16N6 (charge +2) at a distorted geometry.

* charge: +2
* energy above the lowest of the compared OMol25 structures with the same formula, charge and spin: 29.81 kcal/mol
* spin multiplicity: 1
* SMILES string: CC(C)[N+]1=CN[C@H]2C=NC(=[NH2+])N[C@]21N
* orbital gap: 8.81 eV

Last column: natural (NBO) charge in e.
Element x y z (Å)
1 C -0.65233 -0.16472 -1.46390  0.38
2 C 0.06656 0.78381 0.54701  0.47
3 C -1.67119 0.04806 2.18458  0.67
4 C -1.12133 1.62086 -0.02125  -0.18
5 C -2.25661 1.96322 1.08056  0.28
6 C 2.55405 -0.03874 -1.99709  -0.61
7 C 1.21451 -2.39629 -1.32412  -0.61
8 C 1.78762 -0.95160 -1.06424  -0.02
9 N -2.47858 1.12141 1.99307  -0.41
10 N -1.51143 0.79638 -1.16116  -0.53
11 N -0.46016 -0.18429 1.55724  -0.60
12 N 0.48598 -0.18311 -0.78529  -0.35
13 N 1.07817 1.54187 1.11643  -0.83
14 N -2.16166 -0.85058 3.04557  -0.67
15 H -0.76496 -0.80879 -2.31326  0.26
16 H -1.00328 2.65451 -0.40423  0.26
17 H -2.78152 2.81701 0.99355  0.23
18 H 3.41538 -0.60949 -2.23742  0.25
19 H 2.01424 0.06778 -2.94478  0.23
20 H 2.84239 0.80610 -1.53591  0.23
21 H 0.64117 -2.42181 -2.20288  0.21
22 H 0.67042 -2.85794 -0.58490  0.23
23 H 2.08591 -2.91276 -1.71807  0.26
24 H 2.32213 -1.24174 -0.19403  0.23
25 H -2.46449 0.96744 -1.35956  0.45
26 H 0.24323 -0.67433 2.10561  0.45
27 H 0.95180 2.50181 0.92118  0.41
28 H 1.97906 1.11528 1.11715  0.41
29 H -3.09158 -0.70393 3.42972  0.45
30 H -1.93350 -1.80543 3.22041  0.44

Forces on atoms 1 to 3 (eV/Å):
C 2.2 0.1 -0.2
C 0.4 -0.4 -0.4
C 1.2 -2.9 0.1

***

No. 2
ORCA calculation (wB97M-V/def2-TZVPD) on 2 unconnected molecules or ions with the total composition C3H8IN at a distorted geometry.

* energy above the lowest of the compared OMol25 structures with the same formula, charge and spin: 81.17 kcal/mol
* spin multiplicity: 1
* orbital gap (spin up / spin down): 6.73 / 8.56 eV

Last column: natural (NBO) charge in e.
Element x y z (Å)
1 C 0.88133 0.77540 -0.98052  -0.69
2 C -0.75732 0.69462 1.04477  -0.71
3 C -0.46790 0.37180 -0.38991  0.08
4 N -0.21730 -2.12353 -0.17962  -0.93
5 I 0.44060 -2.69838 1.50505  0.37
6 H 1.50430 -0.03994 -0.62362  0.23
7 H 0.88616 0.85591 -2.04794  0.22
8 H 1.22079 1.78062 -0.55608  0.22
9 H -1.41509 1.56633 1.13389  0.23
10 H 0.07585 0.84565 1.63607  0.21
11 H -1.16338 -0.19173 1.59435  0.24
12 H -1.27844 0.60171 -1.12122  0.18
13 H 0.29039 -2.43847 -1.01522  0.35

Forces on atoms 1 to 3 (eV/Å):
C -0.5 0.4 1.9
C -1.6 -1.6 -0.6
C 0.2 0.9 -0.9

***

No. 3
ORCA calculation (wB97M-V/def2-TZVPD) on 12 unconnected molecules or ions with the total composition C34H52N11P at a distorted geometry.

* spin multiplicity: 1
* SMILES string: CCCCPCc1ccc(C)cc1.CC#N.CC#N.CC#N.CC#N.CC#N.CC#N.CC#N.CC#N.CC#N.CC#N.CC#N
* orbital gap: 8.13 eV

Last column: Mulliken charge in e.
Element x y z (Å)
1 C 3.16666 -2.31661 1.68342  -0.11
2 C 4.28261 -1.97277 0.55455  -0.61
3 C 4.43660 -0.35304 0.46120  -0.63
4 C 3.46232 0.31926 -0.63231  -0.49
5 P 2.30469 1.66437 0.04647  -0.23
6 C 1.62760 1.21902 1.77372  -0.34
7 C 0.36677 0.21004 1.71281  0.93
8 C -0.68673 0.07434 2.88027  -0.75
9 C -1.91903 -0.89525 2.76210  -0.40
10 C -2.10017 -1.76636 1.46729  0.63
11 C -3.32620 -2.79399 1.21283  -1.02
12 C -1.04688 -1.68266 0.32406  -0.93
13 C 0.17100 -0.68924 0.45299  -0.19
14 H 2.25759 -2.88694 1.25454  0.20
15 H 3.60249 -2.83798 2.60725  0.14
16 H 2.75442 -1.30629 2.03519  -0.29
17 H 4.05296 -2.44686 -0.46709  0.33
18 H 5.25516 -2.47001 0.91935  0.30
19 H 5.51465 -0.12769 0.12602  0.33
20 H 4.33092 0.07929 1.51359  0.31
21 H 4.12865 0.84513 -1.41938  0.28
22 H 2.93475 -0.52822 -1.19447  0.38
23 H 1.13060 1.57735 -0.80640  0.04
24 H 1.20906 2.19857 2.22619  0.13
25 H 2.43623 0.84647 2.49591  0.26
26 H -0.57293 0.68789 3.84958  0.32
27 H -2.71076 -0.98277 3.58570  0.17
28 H -4.14828 -2.30535 0.59111  0.27
29 H -2.87648 -3.62331 0.54393  0.29
30 H -3.67268 -3.23510 2.20495  0.31
31 H -1.17205 -2.31329 -0.62009  0.29
32 H 0.88735 -0.70626 -0.44619  -0.06
33 C -6.23514 -6.00818 0.18022  -0.72
34 C -5.08514 -5.59732 -0.68961  0.38
35 N -4.17687 -5.27795 -1.38589  -0.42
36 H -6.19261 -7.08217 0.36831  0.27
37 H -6.18798 -5.47729 1.13236  0.25
38 H -7.17797 -5.76997 -0.31453  0.26
39 C -3.67702 1.74038 0.63265  -0.21
40 C -5.05865 1.23596 0.92189  0.32
41 N -6.14894 0.83869 1.15007  -0.53
42 H -2.97702 0.90256 0.59550  -0.13
43 H -3.66509 2.26671 -0.32263  0.30
44 H -3.36071 2.42859 1.41793  0.25
45 C 3.97085 1.34258 -5.20901  -0.71
46 C 3.32121 2.22231 -4.18245  0.40
47 N 2.80924 2.91530 -3.37313  -0.47
48 H 4.05792 1.87912 -6.15541  0.37
49 H 4.96641 1.05105 -4.87196  0.31
50 H 3.37143 0.44717 -5.36197  0.12
51 C 3.13015 -2.26810 6.35809  -0.50
52 C 4.27299 -1.85389 5.48209  0.41
53 N 5.17418 -1.52715 4.79100  -0.50
54 H 3.17192 -3.34348 6.53903  0.12
55 H 3.18536 -1.74365 7.31341  0.30
56 H 2.18322 -2.02491 5.87277  0.17
57 C 2.35017 5.53555 2.98236  -0.83
58 C 1.01754 5.09527 2.45533  0.43
59 N -0.04377 4.75214 2.04004  -0.44
60 H 3.13625 5.26294 2.27609  0.26
61 H 2.35492 6.61780 3.12115  0.34
62 H 2.54825 5.05220 3.94038  0.27
63 C 2.59895 -1.98495 -8.21752  -0.77
64 C 3.53818 -1.63628 -7.10202  0.43
65 N 4.27815 -1.36155 -6.22265  -0.46
66 H 2.34747 -1.08732 -8.78480  0.27
67 H 3.06887 -2.70873 -8.88518  0.29
68 H 1.68372 -2.41724 -7.81012  0.27
69 C 6.34842 -5.46909 5.16376  -0.72
70 C 4.93642 -5.56030 5.65893  0.42
71 N 3.82339 -5.63219 6.04831  -0.49
72 H 7.03898 -5.48031 6.00851  0.27
73 H 6.56827 -6.31622 4.51209  0.28
74 H 6.48528 -4.54247 4.60347  0.25
75 C -3.17373 -1.68895 6.78064  -0.64
76 C -1.75354 -1.22581 6.96743  0.40
77 N -0.64014 -0.86217 7.11227  -0.43
78 H -3.53713 -1.38713 5.79715  0.18
79 H -3.22313 -2.77608 6.85966  0.24
80 H -3.81213 -1.24687 7.54712  0.29
81 C -7.27316 3.98453 -0.87688  -0.71
82 C -5.86748 4.39898 -0.56123  0.37
83 N -4.75905 4.72382 -0.31249  -0.42
84 H -7.97593 4.70160 -0.44953  0.27
85 H -7.41488 3.94742 -1.95817  0.26
86 H -7.47120 2.99676 -0.45652  0.24
87 C -0.82153 3.63291 -4.47935  -0.62
88 C -1.08520 3.35764 -5.92932  0.37
89 N -1.29299 3.14017 -7.07201  -0.46
90 H -1.39306 4.50482 -4.15682  0.28
91 H -1.11694 2.77151 -3.87830  0.23
92 H 0.24169 3.82677 -4.32531  0.19
93 C -3.50176 4.93389 -9.06113  -0.61
94 C -3.72297 6.25380 -8.38507  0.31
95 N -3.89729 7.29362 -7.85226  -0.39
96 H -2.68063 5.01548 -9.77491  0.24
97 H -3.25348 4.17348 -8.31904  0.17
98 H -4.40644 4.63247 -9.59185  0.27

Forces on atoms 1 to 3 (eV/Å):
C -0.5 0.5 -0.5
C 0.0 0.1 1.0
C 1.0 -0.7 -0.5